1.
Entry from OMol25: a molecular structure, C8H8LuO5 at a distorted geometry (ωB97M-V with the def2-TZVPD basis set).

The HOMO-LUMO gap is 8.69 eV. As for the energy: -52249.3877 eV. As for the total charge: +3.

Last column: natural (NBO) charge in e.
Element x y z (Å)
Lu -0.217 0.285 -0.024  1.734
O -2.080 -1.600 2.084  -0.167
C -1.325 -1.107 1.390  0.410
C -0.118 -0.352 -2.178  0.403
O -0.280 -0.446 -3.310  -0.162
C 1.546 1.323 0.799  0.373
O 2.386 2.008 1.224  -0.138
C 1.322 -1.633 0.091  0.436
O 2.039 -2.497 0.147  -0.197
C -2.780 3.198 0.531  -0.429
C -1.573 3.624 -0.299  -0.437
C -1.427 2.478 -1.285  -0.095
O -1.945 1.316 -0.438  -0.676
C -2.443 1.759 0.898  -0.078
H -2.951 3.783 1.425  0.295
H -3.683 3.184 -0.110  0.274
H -0.678 3.670 0.353  0.213
H -1.685 4.553 -0.838  0.314
H -2.173 2.446 -2.091  0.288
H -0.381 2.284 -1.671  0.195
H -1.592 1.720 1.646  0.166
H -3.255 1.066 1.166  0.280

---

2.
Entry from OMol25: a gas-phase ion, C8H8N (charge +1) at a distorted geometry (ωB97M-V with the def2-TZVPD basis set).

The HOMO-LUMO gap is 9.20 eV. As for the energy: -9903.2108 eV. The value obtained for the energy relative to the best compared isomer or geometry (same formula, charge and spin) is 2.1042 eV. As for the total charge: +1.

Last column: natural (NBO) charge in e.
Element x y z (Å)
C 0.364 3.057 2.688  0.049
C 1.670 3.103 3.064  0.179
C 0.687 1.134 0.835  -0.389
C 0.054 2.114 1.584  0.260
C -0.093 0.088 0.525  0.120
C -0.909 2.799 2.315  -0.036
C -0.168 -0.781 -1.605  -0.598
C 0.214 -1.223 -0.160  -0.452
N 2.685 2.650 3.362  -0.099
H 1.699 1.301 0.539  0.272
H -1.185 0.172 0.708  0.220
H -1.929 3.059 2.611  0.295
H -0.409 -1.710 -2.197  0.257
H 0.572 -0.111 -1.994  0.225
H -1.161 -0.272 -1.632  0.217
H 1.363 -1.586 -0.140  0.243
H -0.370 -2.005 0.080  0.239

---

3.
Entry from OMol25: C8H8N2O in the gas phase at a distorted geometry (ωB97M-V with the def2-TZVPD basis set).

The HOMO-LUMO gap (alpha / beta) is 7.61 / 7.61 eV. As for the energy: -13445.6421 eV. The value obtained for the energy relative to the best compared isomer or geometry (same formula, charge and spin) is 8.5861 eV.

Last column: natural (NBO) charge in e.
Element x y z (Å)
C -3.597 -2.044 2.257  0.045
C -2.477 -1.462 2.299  -0.511
C 1.739 0.372 1.258  -0.005
C -0.341 -0.115 0.507  -0.028
C 0.928 0.363 0.139  -0.114
C -1.220 -0.633 2.740  0.259
C -0.147 0.090 -2.993  -0.254
C 1.304 0.907 -1.221  -0.072
N 1.021 -0.020 2.327  -0.234
N -0.217 -0.304 1.884  -0.216
O 1.140 0.061 -2.297  -0.519
H 2.740 0.704 1.354  0.225
H -1.242 -0.328 -0.141  0.265
H -1.098 -0.582 3.812  0.246
H -0.968 -0.174 -2.262  0.158
H -0.272 -0.710 -3.704  0.203
H -0.395 0.959 -3.524  0.180
H 0.802 1.840 -1.212  0.181
H 2.300 1.074 -1.226  0.192

---

4.
Entry from OMol25: 2 unconnected molecules or ions with the total composition C8H8N2OS at a distorted geometry (ωB97M-V with the def2-TZVPD basis set).

The HOMO-LUMO gap (alpha / beta) is 7.96 / 7.96 eV. As for the energy: -24284.4374 eV. The value obtained for the energy relative to the best compared isomer or geometry (same formula, charge and spin) is 3.4189 eV.

Last column: natural (NBO) charge in e.
Element x y z (Å)
C -1.791 2.569 -0.090  -0.173
C -1.256 2.297 1.165  -0.306
C 2.209 -1.296 -0.215  -0.119
C 1.328 -1.532 0.788  -0.264
C -1.929 1.487 -0.996  -0.091
C -0.693 1.019 1.557  0.557
C 1.725 -1.690 -1.565  -0.565
C 0.044 -1.782 0.329  -0.210
N -1.364 0.353 -0.659  -0.175
N -0.830 0.141 0.440  -0.220
O -0.085 0.692 2.575  -0.654
S -0.006 -2.183 -1.366  0.387
H -2.057 3.490 -0.308  0.202
H -1.052 2.948 1.984  0.224
H 3.181 -1.031 -0.254  0.212
H 1.575 -1.369 1.801  0.258
H -2.411 1.712 -1.877  0.196
H 1.836 -1.031 -2.303  0.229
H 2.339 -2.579 -2.044  0.242
H -0.763 -2.215 1.039  0.271

---

5.
Entry from OMol25: C8H8N2S in the gas phase at a distorted geometry (ωB97M-V with the def2-TZVPD basis set).

The HOMO-LUMO gap (alpha / beta) is 7.44 / 7.75 eV. As for the energy: -22236.9015 eV. The value obtained for the energy relative to the best compared isomer or geometry (same formula, charge and spin) is 0.0431 eV. Its spin multiplicity is 3.

Last column: Löwdin spin population.
Element x y z (Å)
C -3.292 1.350 -0.146  0.002
C -3.927 0.145 -0.064  0.131
C -1.499 0.099 0.005  -0.003
C 1.108 1.052 0.258  0.730
C 1.567 -1.791 0.015  0.249
C -0.165 -0.284 0.101  0.328
C 2.450 0.472 0.297  0.142
C 2.537 -0.805 -0.557  0.038
N -1.953 1.312 -0.105  0.125
N 0.343 -1.483 0.216  0.055
S -2.786 -1.134 0.056  0.079
H -3.787 2.301 -0.236  -0.002
H -4.978 -0.057 -0.063  0.006
H 0.791 1.914 0.809  0.043
H 1.883 -2.784 0.300  0.013
H 3.176 1.195 -0.083  0.018
H 2.744 0.258 1.340  0.036
H 3.550 -1.204 -0.563  0.000
H 2.239 -0.555 -1.580  0.009

---

6.
Entry from OMol25: 2 unconnected molecules or ions with the total composition C8H8N2S2 at a distorted geometry (ωB97M-V with the def2-TZVPD basis set).

The HOMO-LUMO gap is 8.70 eV. As for the energy: -33074.5494 eV. The value obtained for the energy relative to the best compared isomer or geometry (same formula, charge and spin) is 2.0804 eV. Its SMILES is c1ccc(-c2nncs2)cc1.S.

Last column: natural (NBO) charge in e.
Element x y z (Å)
C 1.879 -1.550 1.076  -0.206
C 1.143 -0.678 1.757  -0.205
C 0.509 0.414 1.167  -0.169
C 0.572 0.529 -0.200  -0.108
C -0.140 1.508 -0.962  0.055
N -1.056 2.325 -0.467  -0.282
N -1.476 3.228 -1.259  -0.232
C -0.963 3.162 -2.428  -0.181
S 0.151 1.883 -2.672  0.384
C 1.449 -0.331 -0.984  -0.191
C 2.104 -1.341 -0.297  -0.200
H 2.296 -2.505 1.521  0.222
H 0.933 -0.985 2.825  0.219
H -0.084 1.033 1.746  0.232
H -1.318 3.877 -3.116  0.228
H 1.665 -0.154 -2.083  0.225
H 2.908 -1.974 -0.739  0.219
S -2.991 -0.161 -0.607  -0.280
H -2.458 0.932 -0.424  0.127
H -2.648 -0.510 0.682  0.145

---

7.
Entry from OMol25: C8H8N2Se in the gas phase at a distorted geometry (ωB97M-V with the def2-TZVPD basis set).

The HOMO-LUMO gap (alpha / beta) is 6.48 / 6.48 eV. As for the energy: -76745.4067 eV. The value obtained for the energy relative to the best compared isomer or geometry (same formula, charge and spin) is 5.0392 eV.

Last column: natural (NBO) charge in e.
Element x y z (Å)
C 2.203 1.833 -0.197  0.181
C -1.180 0.058 -0.326  -0.173
C 1.094 1.065 -0.475  -0.313
C -0.204 1.121 -0.166  -0.074
C -0.884 -1.235 -0.032  0.136
C 1.582 -1.597 -0.083  0.258
C -0.701 2.448 0.253  -0.633
C -1.862 -2.384 0.052  -0.624
N 3.240 2.250 0.178  -0.415
N 0.402 -1.623 0.018  -0.336
Se 3.114 -0.699 -0.119  0.403
H -2.123 0.430 -0.631  0.225
H -1.766 2.521 0.169  0.204
H -0.635 2.323 1.347  0.220
H -0.122 3.302 -0.047  0.236
H -1.392 -3.163 0.547  0.226
H -2.736 -1.905 0.415  0.232
H -1.961 -2.709 -0.981  0.225
H 3.932 -2.037 0.078  0.020

---

8.
Entry from OMol25: C8H8N4O in the gas phase at a distorted geometry (ωB97M-V with the def2-TZVPD basis set).

The HOMO-LUMO gap is 8.95 eV. As for the energy: -16432.4463 eV. The value obtained for the energy relative to the best compared isomer or geometry (same formula, charge and spin) is 1.2519 eV. Its SMILES is Cc1cncn1C(=O)n1ccnc1.

Last column: natural (NBO) charge in e.
Element x y z (Å)
C 1.297 0.354 1.644  -0.659
C 0.659 1.360 0.746  0.117
C 0.488 2.747 0.790  -0.095
N 0.236 3.111 -0.473  -0.445
C 0.275 2.095 -1.271  0.179
N 0.542 0.958 -0.620  -0.443
C 0.726 -0.488 -0.972  0.867
O 1.727 -0.901 -1.434  -0.492
N -0.396 -1.287 -0.771  -0.436
C -1.528 -0.900 -0.060  -0.081
C -2.253 -2.022 0.112  -0.088
N -1.638 -3.056 -0.526  -0.421
C -0.578 -2.629 -1.070  0.203
H 2.331 0.539 1.384  0.236
H 1.005 0.631 2.614  0.236
H 1.143 -0.733 1.380  0.219
H 0.596 3.392 1.643  0.219
H 0.121 2.196 -2.279  0.200
H -1.620 0.113 0.295  0.244
H -3.225 -2.265 0.503  0.225
H 0.094 -3.216 -1.634  0.216